Entry from the OMol25 dataset: a cluster of 2 separate species, C3HO3 in total at a distorted geometry (ωB97M-V with the def2-TZVPD basis set).

Geometry (Å):
C  -0.1781  -0.1907  -1.3407
C  -0.4096  -1.2532  -0.4534
C  0.6228  1.2035  0.5080
O  -0.0835  1.7843  1.2911
O  -0.1637  -2.2105  0.2393
O  -1.5261  -0.6044  -0.8340
H  1.7383  1.2710  0.5897

Cartesian forces (eV/Å) of the 3 atoms listed first:
C 1.38 1.78 0.78
C 0.13 -0.39 0.44
C -1.50 -1.20 -1.19

Calculated values
Total charge: -1
Energy above the lowest of the compared OMol25 structures with the same formula, charge and spin in kcal/mol: 113.60
Frontier orbital gap (spin up / spin down) in Eh: 0.25641 / 0.25704
HOMO level (spin up / spin down) in Eh: -0.0952 / -0.0958
Multiplicity: 1

---

Entry from the OMol25 dataset: a structure of composition C25H17N3OS2SbSe4Tc at a distorted geometry (ωB97M-V with the def2-TZVPD basis set).

Geometry (Å):
Tc  -16.9344  -6.2966  3.7655
S  -17.6523  -10.2324  6.0424
C  -19.2838  -9.6793  5.5364
C  -20.4681  -10.3656  5.6926
C  -21.5894  -9.6841  5.1982
C  -21.5352  -8.4077  4.6599
C  -20.3288  -7.8205  4.5201
C  -19.1247  -8.4399  4.9534
N  -17.8287  -7.9701  4.7703
C  -16.9767  -8.8462  5.3293
C  -15.5679  -8.4609  5.2786
C  -14.5154  -9.2592  5.7666
C  -13.2025  -8.7200  5.9405
C  -12.9853  -7.4331  5.4834
C  -14.0138  -6.6752  4.8759
C  -15.2742  -7.1695  4.7946
H  -20.3903  -11.3816  6.1371
H  -22.5753  -10.2440  5.2730
H  -22.4273  -7.9217  4.2540
H  -20.1660  -6.8826  4.0047
H  -14.7258  -10.2445  6.1569
H  -12.4707  -9.4756  6.2718
H  -11.9777  -7.0952  5.4285
H  -13.6055  -5.7552  4.4024
Se  -16.3125  -4.1496  0.4304
Sb  -18.0700  -5.8208  -0.0678
Se  -18.5421  -6.9291  2.0307
Se  -15.4646  -5.2040  2.5276
Se  -18.8201  -6.3367  -2.1699
C  -10.8497  -3.0353  12.9408
C  -11.6787  -3.7958  11.9479
O  -12.1917  -4.8669  12.0726
S  -12.0040  -2.5841  10.4072
C  -13.1544  -3.3563  9.3907
C  -13.2879  -2.9148  8.0259
C  -14.2124  -3.4327  7.1601
C  -14.9830  -4.5335  7.5583
C  -14.7650  -5.1176  8.8096
C  -13.9257  -4.5683  9.7202
C  -15.6718  -5.0671  6.5403
C  -16.5824  -5.4757  5.7005
H  -10.6849  -3.5633  13.8965
H  -11.4629  -2.1362  13.1155
H  -9.9150  -2.6425  12.6202
H  -12.6395  -2.1727  7.6507
H  -14.3569  -3.1055  6.1300
H  -15.2249  -6.0355  9.1218
H  -13.8007  -4.9675  10.7203
N  -18.8834  -3.9954  3.6544
C  -18.1912  -4.7261  4.3296
H  -18.7965  -3.8740  2.6165
N  -18.5975  -4.8291  6.9112
C  -17.9727  -4.8708  5.8050
H  -19.5717  -4.5023  6.8314

Cartesian forces (eV/Å) of the 3 atoms listed first:
Tc 0.28 -1.11 1.62
S -0.57 0.31 -0.41
C 2.35 -0.44 0.76

Calculated values
Total charge: +2
Frontier orbital gap in Eh: 0.20755
HOMO level in Eh: -0.5031
Multiplicity: 1

---

Entry from the OMol25 dataset: an isolated molecule of C19H24N4O4 at a distorted geometry (ωB97M-V with the def2-TZVPD basis set).

Geometry (Å):
C  -1.1876  -3.8831  0.5741
C  0.1690  -3.9494  1.2618
O  0.8945  -2.7382  1.0725
C  1.6612  -2.6442  -0.0281
O  1.8249  -3.5749  -0.7885
C  2.2447  -1.3042  -0.1483
C  3.1742  -0.9808  -1.0833
C  3.7641  -1.9082  -2.0932
N  3.6745  0.2976  -1.1621
C  3.3685  1.2170  -0.2018
N  3.8790  2.4141  -0.0111
C  3.2229  2.8470  1.0998
C  3.4687  4.1728  1.7119
N  2.3590  1.9780  1.5746
N  2.4560  0.9288  0.7382
C  1.6557  -0.2664  0.7991
C  0.2259  0.0324  0.3941
C  -0.0477  0.5895  -0.8441
C  -1.3542  0.8359  -1.2223
C  -2.4264  0.5226  -0.3942
O  -3.7400  0.6838  -0.7555
C  -4.0724  1.4685  -1.8818
C  -3.8414  2.9596  -1.6550
C  -2.1523  -0.0319  0.8709
O  -3.0650  -0.4296  1.8047
C  -4.3804  0.0791  1.7961
C  -0.8298  -0.2577  1.2380
H  -1.0517  -3.7782  -0.4997
H  -1.7430  -4.7953  0.7730
H  -1.7523  -3.0297  0.9413
H  0.0551  -4.0505  2.3433
H  0.7578  -4.7845  0.8678
H  3.3273  -2.8960  -2.0037
H  4.8425  -1.9732  -1.9507
H  3.5753  -1.5249  -3.0953
H  4.4204  0.5146  -1.8037
H  4.5096  4.2513  2.0197
H  2.8195  4.2944  2.5732
H  3.2715  4.9580  0.9850
H  1.6644  -0.6358  1.8313
H  0.7549  0.8350  -1.5237
H  -1.5324  1.2617  -2.1966
H  -5.1390  1.2758  -2.0293
H  -3.5376  1.1203  -2.7739
H  -4.1514  3.5160  -2.5352
H  -4.4229  3.2985  -0.8011
H  -2.7916  3.1638  -1.4585
H  -4.3877  1.1704  1.7440
H  -4.9686  -0.3260  0.9704
H  -4.8142  -0.2396  2.7442
H  -0.6515  -0.6843  2.2119

Cartesian forces (eV/Å) of the 3 atoms listed first:
C 0.39 0.15 0.11
C -0.28 -0.58 -0.09
O 0.20 0.31 0.04

Calculated values
Total charge: 0
Energy above the lowest of the compared OMol25 structures with the same formula, charge and spin in kcal/mol: 68.83
Structure (SMILES): CCOC(=O)C1=C(C)Nc2nc(C)nn2[C@H]1c1ccc(OCC)c(OC)c1
Frontier orbital gap in Eh: 0.32196
HOMO level in Eh: -0.2942
Multiplicity: 1

---

Entry from the OMol25 dataset: a structure of composition C28H21BrClN3O5RuS at a distorted geometry (ωB97M-V with the def2-TZVPD basis set).

Geometry (Å):
Ru  0.5192  -0.0218  1.6089
C  2.1043  -2.8878  1.5310
O  1.5370  -1.8078  0.7284
C  1.4843  -1.8968  -0.6447
C  2.0561  -2.8641  -1.4427
C  1.9569  -2.7127  -2.8240
Br  2.7341  -3.9925  -3.9453
C  1.3114  -1.6229  -3.3769
C  0.7334  -0.6543  -2.5536
C  0.8055  -0.8177  -1.1707
O  0.2477  0.0370  -0.3009
C  0.0717  0.5108  -3.1322
N  -0.5100  1.4982  -2.4542
C  -1.0201  2.4468  -3.3392
C  -1.7038  3.6387  -3.1297
C  -2.0632  4.3398  -4.2614
C  -1.7550  3.8734  -5.5516
C  -1.0772  2.6900  -5.7564
C  -0.7162  1.9885  -4.6123
N  -0.0384  0.7803  -4.4358
H  2.6601  -3.5693  0.9006
H  1.2974  -3.4086  2.0338
H  2.7759  -2.4280  2.2483
H  2.5774  -3.7202  -1.0434
H  1.2693  -1.5482  -4.4544
H  -0.5666  1.4795  -1.4449
H  -1.9491  3.9946  -2.1386
H  -2.5993  5.2729  -4.1572
H  -2.0614  4.4598  -6.4065
H  -0.8447  2.3313  -6.7495
H  0.3135  0.1998  -5.1795
O  -0.7977  0.8160  3.1251
C  -1.2079  -0.3535  3.3602
N  -0.4232  -1.3108  2.8057
S  -1.4243  -2.6333  2.3646
O  -1.8629  -2.3677  1.0310
O  -0.7923  -3.8693  2.6746
C  -2.6264  -2.1830  3.5687
C  -3.6408  -2.9665  4.0665
C  -4.4434  -2.3986  5.0558
C  -4.2222  -1.1063  5.5208
C  -3.1896  -0.3273  5.0106
C  -2.3903  -0.8889  4.0306
H  -3.8118  -3.9733  3.7110
H  -5.2538  -2.9816  5.4722
H  -4.8578  -0.7071  6.2990
H  -2.9986  0.6708  5.3807
Cl  2.6534  3.0207  -2.3542
C  2.5602  2.3161  -0.7866
C  1.6468  2.7749  0.1172
C  1.5548  2.1504  1.3800
C  2.4252  1.0856  1.7166
C  2.0907  0.3282  2.8963
C  3.3945  0.6674  0.7509
C  3.4612  1.2667  -0.4655
H  1.0158  3.6203  -0.1215
H  0.9149  2.5830  2.1405
H  1.6874  0.8708  3.7448
H  2.7009  -0.5304  3.1451
H  4.0874  -0.1239  1.0091
H  4.1994  0.9621  -1.1952

Cartesian forces (eV/Å) of the 3 atoms listed first:
Ru -0.01 -2.02 0.04
C 0.00 0.11 0.01
O 0.12 0.08 0.54

Calculated values
Total charge: +2
Energy above the lowest of the compared OMol25 structures with the same formula, charge and spin in kcal/mol: 0.00
Frontier orbital gap (spin up / spin down) in Eh: 0.22444 / 0.22430
HOMO level (spin up / spin down) in Eh: -0.5131 / -0.5131
Multiplicity: 1

---

Entry from the OMol25 dataset: a structure of composition C32H48N2O2PdSSe (ωB97M-V with the def2-TZVPD basis set).

Geometry (Å):
Pd  -1.9952  1.5947  0.2731
C  4.2535  -1.3521  0.0425
C  4.3442  -0.5491  1.3488
C  5.6268  0.2838  1.2863
C  4.4594  -1.5108  2.5424
C  3.0854  0.3033  1.5086
C  1.8362  -0.3130  1.5879
C  0.6794  0.4249  1.7320
Se  -1.0999  -0.3657  1.6611
C  -1.0851  -1.4089  0.0161
C  -0.0596  -2.2478  -0.3639
C  -0.1125  -2.9241  -1.5835
C  -1.1967  -2.6406  -2.4114
C  -2.2686  -1.8345  -2.0614
C  -2.3286  -1.3154  -0.7190
O  -3.3655  -0.8563  -0.1458
C  -3.3162  -1.5381  -3.1510
C  -4.3690  -0.5089  -2.7239
C  -4.0309  -2.8353  -3.5584
C  -2.5959  -0.9338  -4.3691
C  0.9570  -3.9137  -2.0450
C  0.3072  -5.2430  -2.4631
C  1.9637  -4.2315  -0.9371
C  1.7195  -3.3296  -3.2451
C  0.7114  1.8503  1.9601
O  -0.3253  2.4790  2.3481
C  1.9923  2.4795  1.7503
C  3.1156  1.6956  1.5524
C  2.0598  4.0098  1.6868
C  1.6362  4.6100  3.0367
C  3.4653  4.5216  1.3576
C  1.1214  4.4852  0.5637
H  5.1395  -1.9820  -0.0984
H  4.1689  -0.6689  -0.8046
H  3.3709  -1.9888  0.0386
H  6.4917  -0.3805  1.1995
H  5.7492  0.8918  2.1849
H  5.6230  0.9433  0.4164
H  5.3350  -2.1636  2.4493
H  3.5706  -2.1365  2.6236
H  4.5447  -0.9403  3.4698
H  1.7645  -1.3927  1.5295
H  0.7896  -2.3714  0.2928
H  -1.2064  -3.0841  -3.4044
H  -4.9804  -0.8894  -1.9105
H  -5.0155  -0.2617  -3.5747
H  -3.8794  0.4064  -2.3888
H  -4.5438  -3.2653  -2.6957
H  -3.3230  -3.5782  -3.9352
H  -4.7704  -2.6383  -4.3425
H  -2.1183  0.0017  -4.0732
H  -3.3128  -0.7196  -5.1688
H  -1.8250  -1.5950  -4.7703
H  -0.2458  -5.6694  -1.6239
H  1.0726  -5.9608  -2.7789
H  -0.3898  -5.0999  -3.2893
H  1.4512  -4.6183  -0.0542
H  2.5233  -3.3421  -0.6515
H  2.6806  -4.9830  -1.2808
H  1.0400  -3.1565  -4.0813
H  2.5155  -4.0053  -3.5793
H  2.1648  -2.3721  -2.9698
H  4.0712  2.1902  1.4290
H  2.3252  4.2909  3.8252
H  0.6388  4.2597  3.2916
H  1.6325  5.7053  2.9929
H  4.1899  4.2444  2.1289
H  3.4432  5.6130  1.2913
H  3.8063  4.1315  0.3957
H  0.1321  4.0410  0.6561
H  1.5259  4.1813  -0.4054
H  1.0065  5.5743  0.5734
S  -3.1568  3.4438  -0.8262
C  -3.5969  2.7425  0.6973
N  -4.7583  1.9372  0.7294
C  -4.9694  1.1674  1.9543
C  -4.8746  2.1154  3.1406
C  -3.4958  2.7583  3.1198
N  -3.3644  3.5010  1.8669
H  -4.7255  1.3257  -0.0777
H  -4.2227  0.3684  2.0542
H  -5.9634  0.7144  1.9003
H  -5.0317  1.5743  4.0778
H  -5.6356  2.8956  3.0411
H  -2.7238  1.9822  3.2009
H  -3.3785  3.4607  3.9492
H  -2.4446  3.9167  1.7882

Cartesian forces (eV/Å) of the 3 atoms listed first:
Pd 0.04 0.44 -0.60
C 0.05 0.04 0.12
C -0.04 -0.05 -0.03

Calculated values
Total charge: -2
Frontier orbital gap in Eh: 0.19789
HOMO level in Eh: -0.0374
Multiplicity: 1

---

Entry from the OMol25 dataset: an isolated molecule of C8H8O3 at a distorted geometry (ωB97M-V with the def2-TZVPD basis set).

Geometry (Å):
C  -2.0538  2.0396  2.3860
O  -1.5145  0.8802  1.6869
C  -0.4683  1.1855  0.9722
O  0.0129  2.3759  0.8132
C  0.1368  0.0125  0.1697
C  0.2773  -1.2359  0.8879
C  0.8499  -2.2564  0.1458
C  1.0649  -2.1688  -1.1337
C  0.8613  -0.9456  -1.8904
O  1.1511  -0.8890  -3.2023
C  0.3399  0.1669  -1.1933
H  -1.5717  2.4164  3.0497
H  -2.4679  2.7864  1.8448
H  -2.9152  1.6136  2.8563
H  0.0611  -1.2494  1.9518
H  1.0427  -3.1419  0.8214
H  1.3052  -2.9681  -1.6774
H  1.0420  -0.1889  -3.8229
H  0.2601  1.0087  -1.4715

Cartesian forces (eV/Å) of the 3 atoms listed first:
C -6.21 -6.72 -5.25
O 0.03 1.36 0.70
C 3.56 3.70 -3.12

Calculated values
Total charge: 0
Energy above the lowest of the compared OMol25 structures with the same formula, charge and spin in kcal/mol: 93.63
Structure (SMILES): COC(=O)c1cccc(O)c1
Frontier orbital gap in Eh: 0.34080
HOMO level in Eh: -0.3157
Multiplicity: 1

---

Entry from the OMol25 dataset: a structure of composition C2H3BeLiO2 at a distorted geometry (ωB97M-V with the def2-TZVPD basis set).

Geometry (Å):
O  -1.7061  0.4058  0.1998
C  -0.6548  0.4104  -0.5058
C  0.3799  -0.6788  -0.3563
O  1.5664  -0.0530  -0.0344
H  0.3870  -1.2137  -1.3361
H  0.0311  -1.4007  0.4213
Li  2.6483  -1.2330  0.7297
Be  -0.6021  1.6903  0.2878
H  -2.0496  2.0727  0.5941

Cartesian forces (eV/Å) of the 3 atoms listed first:
O 1.07 -2.77 -1.64
C 0.06 -3.28 0.71
C -0.28 -0.87 -1.45

Calculated values
Total charge: 0
Energy above the lowest of the compared OMol25 structures with the same formula, charge and spin in kcal/mol: 131.95
Frontier orbital gap in Eh: 0.22259
HOMO level in Eh: -0.2678
Multiplicity: 1

---

Entry from the OMol25 dataset: a cluster of 2 separate species, C2H6NS2 in total at a distorted geometry (ωB97M-V with the def2-TZVPD basis set).

Geometry (Å):
C  -1.0835  -0.2475  0.2711
C  1.3149  0.2406  -0.1354
N  0.1032  -0.4221  -0.6698
S  -2.2104  1.0749  0.0415
S  -2.5762  -1.0484  -0.0170
H  -0.6257  0.1438  2.7060
H  2.1417  0.2960  -0.8712
H  1.1153  1.2809  -0.0176
H  1.3683  0.0588  0.9673
H  0.3759  -1.3858  -0.6568
H  0.0764  0.0089  -1.6180

Cartesian forces (eV/Å) of the 3 atoms listed first:
C 0.32 0.80 1.00
C 0.44 1.79 1.60
N 0.69 1.10 1.00

Calculated values
Total charge: +1
Energy above the lowest of the compared OMol25 structures with the same formula, charge and spin in kcal/mol: 143.03
Frontier orbital gap (spin up / spin down) in Eh: 0.24118 / 0.24119
HOMO level (spin up / spin down) in Eh: -0.4942 / -0.4942
Multiplicity: 1

---

| no. | DFT total energy (eV) |
| --- | --- |
| 1 | -9265.5178 |
| 2 | -324491.0971 |
| 3 | -34242.9486 |
| 4 | -140051.2059 |
| 5 | -120701.8167 |
| 6 | -14564.6884 |
| 7 | -6819.2007 |
| 8 | -25318.0189 |